Entry 1:
H18O9 | wB97M-V/def2-TZVPD

ORCA input file:
```
! RIJCOSX wB97M-V def2-TZVPD def2/J DEFGRID3
* xyz 0 1
H -0.91020 -0.75830 0.80448
H -1.06744 0.68423 0.35235
H -2.08058 -0.33398 2.75707
H -1.53992 0.29465 4.03087
H -0.57173 -0.22199 -3.37804
H -1.72436 -0.28772 -2.38953
H 3.18379 1.36047 -0.19403
H 4.36752 2.22981 0.19723
H -2.51007 -1.76266 0.31877
H -1.37173 -2.70274 -0.04242
H -5.72729 -0.09899 -0.29003
H -4.24430 0.23329 -0.30964
H 3.21528 -2.63596 -0.79930
H 1.75937 -2.94046 -1.11182
H 1.69107 4.31597 -0.40950
H 0.65174 4.21740 0.69508
H 2.96088 -2.43279 1.23034
H 2.72191 -0.93457 1.13949
O -0.41084 0.05547 0.67255
O -1.29747 0.09536 3.11956
O -1.12442 0.33376 -2.81709
O 4.03424 1.67719 -0.51869
O -2.16054 -2.28815 -0.40970
O -5.11555 0.64297 -0.35534
O 2.62407 -2.85382 -1.52868
O 0.74478 4.20462 -0.26417
O 2.85522 -1.64561 1.77639
*
```

The value obtained for the energy above the lowest of the compared OMol25 structures with the same formula, charge and spin is 356.2 kJ/mol. The SMILES is O.O.O.O.O.O.O.O.O. The frontier orbital gap comes out at 10.70 eV.

Atomic partial charges in e from the Löwdin method, atoms 1 to 2: -0.016 0.044



Entry 2:
H18O9 | wB97M-V/def2-TZVPD

ORCA input file:
```
! RIJCOSX wB97M-V def2-TZVPD def2/J DEFGRID3
* xyz 0 1
H -0.24452 -0.79329 -0.12728
H 0.11605 0.63987 -0.54841
H -2.03091 2.08752 -0.12708
H -1.26461 1.02952 0.68778
H 2.79085 1.82362 1.04382
H 3.97499 1.50521 1.96229
H -0.40487 2.42721 -3.10320
H -1.08017 1.27002 -3.85650
H -1.71079 -5.24547 -1.87586
H -1.93201 -3.76680 -2.20171
H 0.85978 -4.00310 -0.10720
H 1.26748 -5.48831 0.14869
H 1.46523 -1.07553 4.08355
H 1.03587 -0.34638 2.68606
H -3.64653 1.24581 1.57400
H -2.53798 2.13085 2.21281
H 1.25631 4.16249 -0.96247
H 0.97344 2.84670 -0.05749
O 0.10044 0.06763 0.13764
O -1.58469 1.24906 -0.22389
O 3.58110 1.26507 1.09226
O -0.40279 1.95250 -3.90103
O -1.30534 -4.36844 -1.90460
O 0.93665 -4.93104 -0.52615
O 1.76289 -0.57727 3.25340
O -2.69477 1.55022 1.54334
O 0.71889 3.34234 -0.90276
*
```

The value obtained for the energy above the lowest of the compared OMol25 structures with the same formula, charge and spin is 552.6 kJ/mol. The SMILES is O.O.O.O.O.O.O.O.O. The frontier orbital gap comes out at 9.88 eV.

Atomic partial charges in e from the Löwdin method, atoms 1 to 2: 0.077 -0.029



Entry 3:
H18O9 | wB97M-V/def2-TZVPD

ORCA input file:
```
! RIJCOSX wB97M-V def2-TZVPD def2/J DEFGRID3
* xyz 0 1
O -2.76928 1.57755 -0.71279
H -1.90984 2.00100 -0.71980
H -3.44144 1.72399 -1.37105
O -0.39060 3.23880 -0.89117
H -0.04671 4.13759 -0.86139
H 0.39461 2.72877 -1.12541
O -2.33371 -1.21625 -2.52365
H -2.12533 -0.33303 -2.82820
H -2.28376 -1.83105 -3.25784
O 3.92839 -0.40199 -0.58262
H 3.84976 0.37115 -1.13978
H 4.77818 -0.54683 -0.18712
O 1.05561 0.59809 -0.31862
H 1.93920 0.37753 -0.61363
H 1.04883 0.50694 0.63622
O 2.56115 -3.02956 -1.70319
H 3.07310 -2.24926 -1.87112
H 2.02515 -3.26378 -2.46015
O -0.92343 -2.02893 3.87053
H -1.88067 -2.05037 3.80429
H -0.54690 -1.99478 2.98758
O -1.84429 0.12843 1.34315
H -1.62345 1.06064 1.34954
H -2.47390 0.13383 0.59354
O 0.28587 0.32342 2.73061
H -0.49491 0.04294 2.24750
H 0.14838 -0.00486 3.60457
*
```

The value obtained for the energy above the lowest of the compared OMol25 structures with the same formula, charge and spin is 255.8 kJ/mol. The SMILES is O.O.O.O.O.O.O.O.O. The frontier orbital gap comes out at 10.93 eV.

Atomic partial charges in e from the Löwdin method, atoms 1 to 2: -0.048 0.003



Entry 4:
H18O9 | wB97M-V/def2-TZVPD

ORCA input file:
```
! RIJCOSX wB97M-V def2-TZVPD def2/J DEFGRID3
* xyz 0 1
O 11.36360 -8.33392 1.33682
H 11.77427 -9.13349 1.66586
H 11.60601 -8.30297 0.41134
O 12.95997 -7.61137 4.12215
H 12.51602 -7.56347 3.27549
H 13.88701 -7.70324 3.90218
O 13.17860 -10.41996 2.71128
H 13.57239 -10.99286 3.36926
H 13.83116 -10.37291 2.01258
O 14.04686 -12.09331 5.18768
H 13.49832 -12.40596 5.90711
H 14.94294 -12.26609 5.47651
O 15.21621 -7.59670 2.67104
H 15.27875 -6.72842 2.27303
H 15.22667 -8.20191 1.92953
O 10.76083 -10.41694 4.26311
H 11.60031 -10.41929 3.80322
H 10.65636 -11.31533 4.57650
O 15.04197 -9.54210 0.64080
H 15.66485 -10.26831 0.67031
H 15.02489 -9.27781 -0.27904
O 14.27818 -14.59416 4.43993
H 14.30961 -14.74104 5.38527
H 14.01048 -13.67977 4.34790
O 12.00981 -10.72866 -0.45620
H 12.82936 -11.17349 -0.67228
H 11.69007 -10.39427 -1.29417
*
```

The value obtained for the energy above the lowest of the compared OMol25 structures with the same formula, charge and spin is 252.6 kJ/mol. The SMILES is O.O.O.O.O.O.O.O.O. The frontier orbital gap comes out at 9.14 eV.

Atomic partial charges in e from the Löwdin method, atoms 1 to 2: -0.042 -0.012



Entry 5:
H19O10 | wB97M-V/def2-TZVPD

ORCA input file:
```
! RIJCOSX wB97M-V def2-TZVPD def2/J DEFGRID3
* xyz -1 1
O -0.13687 1.10833 -2.34256
H 0.76942 0.80253 -2.24935
H 2.05247 0.05393 -0.42308
O -1.70145 0.98432 3.26987
H -1.40364 0.60830 2.44980
H 0.01447 2.01759 0.42988
O -2.23762 0.24667 -0.25849
H -0.94356 1.40447 3.68961
H -1.48862 -0.34743 -0.36363
O 2.42326 2.12894 0.75741
H 0.52196 -3.49589 1.00851
H -0.46027 1.24178 -1.44118
O -0.29406 -3.73975 1.47152
H 2.95046 -0.89359 -1.35799
H 2.23655 2.05768 1.67498
O -1.96421 -2.45246 -2.13071
H -1.49849 -2.00565 -2.85528
H -2.40932 -1.67898 -1.73223
O 0.72259 0.53898 0.30235
H 0.97008 0.28529 1.19990
H 0.14293 -0.59417 0.11406
O -0.08753 -1.65843 -0.09363
H -0.47436 -2.02023 -0.89449
H -0.80898 -3.13939 0.89805
O 2.96128 -0.12681 -0.81111
H -2.04346 1.18888 -0.27882
O -0.61172 2.75955 0.21474
H 2.77082 1.51463 0.11418
H 0.02788 3.21091 -0.36230
*
```

The value obtained for the energy above the lowest of the compared OMol25 structures with the same formula, charge and spin is 170.2 kJ/mol. The frontier orbital gap comes out at 9.31 eV.

Atomic partial charges in e from the Löwdin method, atoms 1 to 2: -0.060 0.022



Entry 6:
H19O9 | wB97M-V/def2-TZVPD

ORCA input file:
```
! RIJCOSX wB97M-V def2-TZVPD def2/J DEFGRID3
* xyz 1 1
O -1.30142 -0.50501 0.24129
H -1.05772 -1.10419 -0.52404
H -1.00255 0.35523 -0.00925
H -0.77354 -0.72949 1.05127
O 2.28528 1.80056 1.06312
H 1.57910 1.56185 0.43449
H 3.08183 1.79317 0.51344
O 0.55946 -0.10731 2.41228
H 1.16241 0.54884 2.17744
H 0.99313 -0.55984 3.14928
O -1.63744 2.32568 1.10199
H -0.89348 2.53102 1.63822
H -2.06356 3.12737 1.16866
O -1.45018 -1.74184 -2.26484
H -1.90305 -1.13564 -2.89129
H -1.45881 -2.60268 -2.70630
O 0.68861 0.87601 -0.91811
H 0.85393 1.54131 -1.58755
H 1.30044 0.13848 -1.08008
O 0.13734 -2.77055 0.80657
H 0.52309 -2.85606 1.62128
H 0.63705 -3.44869 0.32996
O 2.06702 -1.22393 -0.32895
H 1.57670 -1.69407 0.30751
H 1.95712 -1.75868 -1.15634
O -2.31601 1.79140 -1.54173
H -1.68711 1.69712 -2.23476
H -1.85765 2.14996 -0.77353
*
```

The value obtained for the energy above the lowest of the compared OMol25 structures with the same formula, charge and spin is 202.9 kJ/mol. The frontier orbital gap comes out at 11.35 eV.

Atomic partial charges in e from the Löwdin method, atoms 1 to 2: 0.238 0.113



Entry 7:
H2 | wB97M-V/def2-TZVPD

ORCA input file:
```
! RIJCOSX wB97M-V def2-TZVPD def2/J DEFGRID3
* xyz 0 1
H 0.00000 0.00000 1.08283
H 0.00000 0.00000 -1.08283
*
```

The value obtained for the energy above the lowest of the compared OMol25 structures with the same formula, charge and spin is 529.7 kJ/mol. The frontier orbital gap comes out at 7.52 eV.

The net atomic charges from Löwdin, expressed in e, are: 0.000 0.000



Entry 8:
H20HeO10 | wB97M-V/def2-TZVPD

ORCA input file:
```
! RIJCOSX wB97M-V def2-TZVPD def2/J DEFGRID3
* xyz 0 1
He 0.46802 -0.00152 0.08336
O -1.15416 2.00216 -1.81612
H -0.25046 1.78816 -1.58426
H -1.12459 2.18247 -2.75572
O -2.69511 -2.60051 -0.62322
H -2.27537 -3.15668 -1.27951
H -2.89435 -1.78831 -1.08891
O 2.88157 2.97266 1.61496
H 2.34910 3.50600 1.02483
H 2.47106 2.10823 1.59339
O 1.94185 -1.22254 -1.83644
H 1.35426 -1.66197 -2.45114
H 2.06902 -1.85679 -1.13090
O -3.42637 0.11266 -1.10953
H -4.10798 0.53357 -0.58563
H -2.76552 0.79361 -1.23530
O -0.38718 1.50302 1.93600
H -0.17123 2.04098 1.17430
H -0.98734 0.83835 1.59801
O -2.24579 -1.07934 1.61595
H -2.94628 -0.44476 1.76713
H -2.44141 -1.45251 0.75646
O 1.60739 1.52307 -1.46220
H 1.89936 0.61902 -1.57915
H 2.41048 2.01404 -1.28834
O 1.84082 -0.10948 2.32285
H 1.79304 -0.76830 1.63010
H 1.06441 0.43452 2.19064
O 2.03681 -2.63488 0.63751
H 1.15374 -3.00420 0.64190
H 2.53236 -3.19064 1.23900
*
```

The value obtained for the energy above the lowest of the compared OMol25 structures with the same formula, charge and spin is 41.1 kJ/mol. The frontier orbital gap comes out at 10.58 eV.

Atomic partial charges in e from the Löwdin method, atoms 1 to 2: 0.220 -0.053



Entry 9:
H20O10 | wB97M-V/def2-TZVPD

ORCA input file:
```
! RIJCOSX wB97M-V def2-TZVPD def2/J DEFGRID3
* xyz 0 1
O 2.13525 -0.40852 2.39256
H 2.58746 -1.09813 2.89751
H 2.02702 0.32416 3.01259
O -2.32455 -0.67127 -2.60957
H -2.45720 0.01644 -1.94100
H -2.30107 -0.20385 -3.45040
O -0.23164 -0.07440 0.17725
H -0.73799 0.53768 -0.37412
H 0.44557 0.47774 0.59720
O -2.50987 -1.93636 0.75281
H -2.02676 -1.11262 0.89360
H -2.46803 -2.07842 -0.20131
O 0.55028 -2.95570 1.90730
H 0.82945 -2.24242 2.48797
H 0.16649 -2.50959 1.14070
O -3.40591 1.30453 -0.72128
H -3.98393 1.89683 -1.21719
H -3.17417 1.79174 0.07498
O 1.49416 -2.20870 -1.77283
H 2.31884 -1.92888 -2.17851
H 1.35630 -1.57471 -1.06226
O 3.24819 -0.46980 -0.17249
H 2.72545 -0.35755 0.65079
H 4.16185 -0.52025 0.12451
O -0.90225 3.03557 -0.47092
H -1.64915 3.47608 -0.05374
H -0.85746 3.41539 -1.35713
O 1.77507 2.10797 0.52588
H 2.31486 1.74127 -0.19138
H 0.89378 2.22578 0.13847
*
```

The value obtained for the energy above the lowest of the compared OMol25 structures with the same formula, charge and spin is 265.4 kJ/mol. The SMILES is O.O.O.O.O.O.O.O.O.O. The frontier orbital gap comes out at 9.75 eV.

Atomic partial charges in e from the Löwdin method, atoms 1 to 2: -0.045 0.074